(1)
{
  "formula": "C35H35ClIrN4O5SSi",
  "method": "ωB97M-V with the def2-TZVPD basis set",
  "mol_weight_g_mol": 879.51,
  "homo_ev": [-6.9, -6.8],
  "gap_ev": [5.919, 5.162],
  "total_charge": 0,
  "s_squared": 0.7875,
  "spin_multiplicity": 2,
  "symbols": ["H", "H", "C", "C", "O", "H", "H", "H", "O", "C", "H", "H", "H", "H", "H", "C", "C", "C", "C", "C", "H", "Ir", "C", "C", "C", "H", "H", "C", "H", "C", "H", "H", "H", "O", "H", "H", "C", "H", "C", "C", "N", "H", "N", "H", "C", "H", "H", "N", "H", "H", "H", "C", "H", "H", "C", "Si", "C", "H", "O", "C", "H", "H", "Cl", "C", "C", "C", "O", "H", "C", "C", "C", "C", "N", "H", "C", "C", "C", "C", "S", "H", "C", "C", "C"],
  "positions_angstrom": [[0.077, -1.810, 4.296], [1.932, -2.481, 5.794], [-4.130, 1.773, 0.735], [-3.462, -1.727, 2.619], [2.540, 0.565, -3.630], [5.161, 3.280, 2.744], [2.550, 3.504, 0.708], [4.250, -1.794, 5.244], [0.383, -0.301, 2.058], [-0.129, 1.730, -3.540], [2.743, -1.829, -2.644], [-3.815, 0.105, 3.678], [-0.494, -2.615, 1.212], [5.935, 0.000, 0.900], [-2.304, -4.291, -2.590], [1.091, -1.505, 4.078], [-1.299, 1.434, -0.974], [1.380, -0.744, 2.971], [-3.091, -0.498, 3.146], [3.478, 3.113, 0.289], [-0.692, -2.829, -4.770], [1.269, 0.300, 0.183], [1.180, -2.349, -3.878], [3.693, -0.717, 3.487], [1.151, -2.284, -1.485], [0.424, 1.864, -4.458], [2.852, -2.834, -5.099], [-2.372, 0.413, -0.509], [-6.858, 0.602, -1.731], [-4.774, 0.516, -1.192], [5.392, 1.682, 3.441], [-5.706, 2.865, 1.704], [4.237, 3.899, 0.341], [0.419, 2.142, 0.624], [-1.474, 0.932, 3.359], [-2.015, -0.085, 0.385], [-2.535, -2.501, 1.931], [-1.826, 2.988, -4.041], [4.677, 2.316, 2.919], [-2.215, -3.205, -2.509], [2.800, 0.485, 1.514], [-3.375, 2.131, 1.420], [-0.131, -2.638, -1.455], [-2.401, -0.346, -1.296], [1.939, 0.702, -2.575], [2.383, -1.126, -5.104], [-2.796, -2.763, -3.318], [1.785, -2.169, -2.681], [-2.823, -3.464, 1.529], [-2.776, 2.841, -1.763], [3.313, 2.874, -0.760], [-0.147, -2.681, -3.850], [3.829, 2.488, 3.587], [4.712, -0.455, 3.243], [-5.439, 2.199, 0.896], [4.091, 1.641, 1.264], [-1.235, -2.049, 1.757], [5.182, 0.496, -0.621], [-1.504, 3.278, 0.581], [-0.901, -0.809, 2.271], [-2.617, -2.901, -1.544], [-4.476, -2.083, 2.746], [-8.055, 2.297, 0.211], [2.136, -1.878, 4.920], [-1.892, 2.286, -2.042], [-3.777, 0.924, -0.312], [2.473, 0.677, -1.400], [1.408, -2.326, -5.993], [2.663, -0.294, 2.635], [-0.775, 2.386, 0.204], [-6.410, 1.770, 0.006], [-0.774, -2.819, -2.602], [-0.105, 0.709, -1.363], [6.334, 1.570, 0.189], [5.525, 0.853, 0.353], [-1.359, 2.376, -3.281], [3.428, -1.486, 4.610], [-6.090, 0.928, -1.043], [2.079, -1.921, -0.073], [-4.519, -0.141, -2.016], [-1.795, -0.029, 2.976], [2.003, -2.149, -5.101], [0.466, 0.996, -2.514]]
}

---

(2)
{
  "formula": "C4H9NOS2",
  "method": "ωB97M-V with the def2-TZVPD basis set",
  "mol_weight_g_mol": 151.26,
  "homo_ev": [-6.3, -8.3],
  "gap_ev": [6.829, 6.441],
  "total_charge": 0,
  "s_squared": 2.0067,
  "spin_multiplicity": 3,
  "symbols": ["H", "H", "H", "C", "H", "S", "H", "O", "H", "H", "H", "C", "S", "H", "N", "C", "C"],
  "positions_angstrom": [[-2.617, 2.136, 0.892], [2.233, -0.693, 1.847], [-3.352, 1.701, -0.635], [1.465, 1.951, 0.166], [0.288, -1.170, -0.370], [-0.196, 1.046, 0.081], [1.600, 3.087, 0.311], [-0.517, 1.124, -1.362], [3.076, 1.459, 1.287], [-0.016, -0.859, 1.291], [2.866, -0.794, 0.230], [2.164, -0.298, 0.789], [-2.539, -0.284, 0.465], [-4.329, 1.213, 0.938], [2.294, 1.143, 0.724], [0.623, -0.605, 0.485], [-3.321, 1.416, 0.423]]
}

---

(3)
{
  "formula": "C3H5N3OS",
  "method": "ωB97M-V with the def2-TZVPD basis set",
  "mol_weight_g_mol": 131.16,
  "homo_ev": -8.3,
  "gap_ev": 8.006,
  "total_charge": 0,
  "symbols": ["H", "O", "N", "N", "C", "H", "H", "H", "N", "S", "C", "C", "H"],
  "positions_angstrom": [[0.422, 1.630, -2.481], [-3.370, 0.336, -0.513], [0.239, 0.619, -0.598], [-0.358, -1.008, 1.763], [-0.224, 1.478, -1.585], [1.352, -1.380, 2.532], [-1.184, -1.545, 1.404], [1.115, -2.163, 0.970], [0.840, -1.479, 1.657], [-2.337, 1.228, 0.029], [-0.716, 0.322, 0.197], [-1.491, 1.905, -1.421], [-2.089, 2.399, -2.246]]
}

---

(4)
{
  "formula": "C8H8NO6Os",
  "method": "ωB97M-V with the def2-TZVPD basis set",
  "mol_weight_g_mol": 404.38,
  "homo_ev": [-17.7, -23.6],
  "gap_ev": [5.250, 6.807],
  "total_charge": 3,
  "s_squared": 6.0366,
  "spin_multiplicity": 5,
  "symbols": ["C", "H", "O", "O", "H", "O", "H", "H", "O", "C", "C", "O", "O", "Os", "C", "N", "C", "C", "C", "H", "H", "H", "H", "C"],
  "positions_angstrom": [[-1.241, -2.649, 0.185], [1.061, 3.645, -0.044], [2.994, -0.887, -1.289], [-0.508, 0.093, -0.030], [-0.296, 4.363, 0.891], [1.010, -4.226, -1.756], [0.874, 3.276, 1.719], [-2.417, 1.732, 1.043], [-0.723, -1.718, -3.167], [1.949, -1.211, -0.936], [0.329, 3.452, 0.768], [-2.178, -3.219, 0.529], [1.338, -1.894, 2.470], [0.271, -1.707, -0.327], [-0.345, -1.713, -2.087], [-0.473, 2.288, 0.439], [0.925, -1.811, 1.401], [-1.919, 2.398, 0.305], [1.024, -3.663, -0.692], [-2.228, 2.099, -0.720], [-2.276, 3.434, 0.483], [1.222, 1.011, 0.361], [1.460, -4.181, 0.195], [0.145, 1.088, 0.255]]
}

---

(5)
{
  "formula": "C2H8N6",
  "method": "ωB97M-V with the def2-TZVPD basis set",
  "mol_weight_g_mol": 116.13,
  "homo_ev": [-6.3, -6.6],
  "gap_ev": [7.266, 7.473],
  "total_charge": 0,
  "symbols": ["N", "C", "H", "H", "H", "H", "N", "N", "N", "C", "N", "H", "H", "N", "H", "H"],
  "positions_angstrom": [[-1.667, -0.168, -0.113], [0.365, 1.277, -0.402], [-2.102, -1.887, -0.828], [-2.645, -0.156, 1.676], [-3.433, -0.963, 0.454], [0.460, 2.295, -0.758], [3.220, -0.710, 0.226], [1.844, -0.433, 0.362], [1.537, 0.666, -0.256], [-0.931, 0.921, 0.072], [-1.483, -1.093, -0.980], [-1.491, 1.716, 0.550], [2.323, 1.149, -0.714], [-2.853, -0.160, 0.683], [3.394, -1.543, 0.775], [3.463, -0.912, -0.746]]
}

---

(6)
{
  "formula": "C48H36DyN6S",
  "method": "ωB97M-V with the def2-TZVPD basis set",
  "mol_weight_g_mol": 891.42,
  "homo_ev": [-9.3, -9.3],
  "gap_ev": [5.609, 5.600],
  "total_charge": 1,
  "s_squared": 9.3277,
  "spin_multiplicity": 6,
  "symbols": ["H", "H", "C", "N", "C", "H", "C", "H", "C", "H", "C", "C", "C", "H", "H", "C", "C", "C", "H", "H", "C", "H", "C", "C", "N", "C", "H", "C", "H", "H", "C", "C", "C", "C", "C", "C", "N", "H", "H", "H", "H", "N", "H", "C", "C", "C", "N", "C", "H", "H", "C", "C", "H", "C", "C", "C", "C", "C", "C", "H", "C", "H", "H", "H", "H", "C", "C", "C", "N", "C", "C", "Dy", "S", "C", "H", "H", "C", "H", "H", "C", "H", "C", "C", "H", "H", "H", "H", "C", "C", "H", "C", "C"],
  "positions_angstrom": [[2.814, 1.247, -4.151], [2.097, 6.117, -3.797], [-2.655, -6.601, 3.997], [0.992, -2.300, 0.949], [6.763, -1.261, 2.553], [3.689, 2.757, -5.915], [2.407, -3.439, 2.325], [1.136, 0.220, -6.244], [4.710, -1.854, 1.427], [-4.950, 1.760, -1.894], [1.957, 2.830, -2.993], [2.661, 2.319, -4.085], [-2.029, 0.742, -1.895], [8.272, -2.784, 2.646], [5.298, 0.433, -0.040], [5.489, -0.928, 2.120], [2.297, -2.373, 1.358], [-1.647, -5.873, 1.940], [-2.133, -7.913, 2.387], [6.899, -4.450, 1.443], [-2.675, -5.290, 4.449], [1.227, 4.606, -2.043], [-4.269, -0.207, -2.404], [2.253, 5.049, -3.879], [2.038, 0.033, -0.472], [-2.900, -1.278, -0.664], [3.298, 5.192, -5.746], [-5.576, -1.347, -4.092], [-6.811, 1.744, -3.514], [-5.037, -1.863, -0.338], [-2.142, -6.891, 2.741], [1.379, 1.852, -2.023], [2.935, 4.532, -4.970], [-2.047, -2.718, 0.789], [1.762, 4.203, -2.894], [-2.165, 1.892, -2.751], [-0.719, 0.656, -1.496], [-0.979, 0.093, -4.493], [-3.038, -7.395, 4.624], [-3.072, 2.226, -3.222], [7.359, -0.529, 3.082], [-1.737, -1.723, -0.102], [-0.680, 3.339, -3.438], [0.899, -0.840, -6.377], [3.208, -0.387, 0.105], [3.345, -1.517, 0.941], [2.334, -2.285, -5.274], [2.154, -1.693, -6.595], [3.081, -2.915, -5.042], [-4.013, -3.578, 1.433], [7.275, -2.527, 2.312], [5.238, -3.125, 1.187], [1.994, -2.467, -7.349], [3.149, 3.164, -5.070], [1.262, -2.121, -4.489], [-6.382, -0.227, -4.234], [4.263, 0.496, -0.326], [-4.534, -1.340, -3.178], [-3.475, -2.892, 0.800], [-3.075, -5.060, 5.428], [-3.996, -2.021, -0.104], [-1.244, -6.096, 0.959], [-1.187, -1.525, -3.759], [-7.183, -0.223, -4.961], [3.022, -1.104, -6.882], [2.308, 1.124, -1.255], [-0.946, -0.981, -4.669], [-0.020, 1.678, -2.085], [0.358, -1.377, -5.129], [-1.667, -4.557, 2.389], [-0.939, 2.469, -2.860], [0.272, -1.226, -0.847], [1.153, -2.824, -2.952], [-5.111, 0.896, -2.526], [-2.202, -3.242, 3.993], [5.081, 0.050, 2.342], [-1.116, -3.458, 1.539], [-5.751, -2.223, -4.703], [0.173, -0.936, -7.183], [3.712, 1.420, -1.154], [4.211, 2.244, -1.637], [6.506, -3.460, 1.632], [-2.188, -4.269, 3.647], [0.899, -4.813, 3.108], [-1.696, -1.232, -5.422], [3.305, -3.717, 2.847], [-3.902, -2.214, -3.071], [0.277, -3.263, 1.612], [-3.025, -0.214, -1.585], [4.656, -3.846, 0.627], [1.174, -3.990, 2.470], [-6.163, 0.882, -3.429]]
}